Record 1
129
Properties=species:S:1:pos:R:3:forces:R:3 method="wB97M-V/def2-TZVPD" largest_force_ev_per_a=1.46 total_energy_ev=-67794.2195 e_lumo_ev=-0.39 orbital_gap_ev=8.45
C 0.500 1.973 -0.432 0.3 0.1 0.0
C 1.525 2.116 -1.601 0.2 -0.3 0.9
N 1.105 1.456 -2.859 -1.0 0.8 0.6
C -0.126 1.964 -3.350 0.7 0.1 0.4
C -1.031 1.198 -3.951 -1.0 0.0 -0.3
C -2.321 1.819 -4.397 0.6 0.3 0.0
O -2.880 1.501 -5.428 0.0 -0.1 0.6
C -2.835 2.900 -3.458 0.3 -0.6 -0.6
C -4.186 3.036 -3.193 -0.1 -0.5 -0.4
C -5.204 2.128 -3.873 -0.6 0.5 0.0
C -6.547 2.059 -3.174 -0.3 -0.4 0.4
N -7.353 3.036 -3.106 0.2 0.1 -0.2
C -4.536 4.020 -2.292 -1.0 0.0 0.1
C -3.611 4.843 -1.708 -0.2 0.4 0.4
C -2.258 4.729 -1.968 0.3 0.6 0.2
C -1.301 5.664 -1.248 -0.3 0.1 -0.8
C -0.636 6.760 -2.165 0.3 0.7 0.4
N -1.081 8.088 -1.651 0.0 -0.4 0.1
N -1.085 6.698 -3.552 0.0 0.4 -0.2
N 0.832 6.734 -2.018 -0.1 -0.6 -0.1
C -1.891 3.728 -2.852 1.1 -0.3 -0.3
C -0.441 3.446 -3.198 -0.3 -0.1 -0.2
O 0.401 4.297 -3.384 -0.2 -0.5 0.3
H 0.092 2.939 -0.113 0.0 -0.2 -0.1
H -0.348 1.317 -0.671 0.2 0.1 -0.1
H 1.014 1.544 0.436 -0.1 0.1 -0.1
H 1.783 3.167 -1.739 -0.1 -0.2 -0.4
H 2.447 1.624 -1.271 -0.1 0.0 -0.2
H 0.863 0.514 -2.560 0.5 -0.2 -0.5
H -0.889 0.131 -4.112 0.1 0.2 -0.2
H -4.806 1.123 -4.024 -0.1 0.2 0.1
H -5.397 2.546 -4.871 0.1 -0.2 0.1
H -6.853 1.105 -2.712 0.4 0.0 -0.2
H -8.195 2.755 -2.606 0.0 0.0 0.0
H -5.580 4.149 -2.028 0.1 0.0 -0.1
H -3.986 5.582 -1.005 0.3 0.0 -0.1
H -0.544 5.066 -0.730 0.0 0.3 0.1
H -1.913 6.230 -0.538 0.3 -0.4 0.2
H -0.966 8.067 -0.639 0.0 0.1 -0.1
H -0.344 8.717 -1.964 -0.2 0.2 0.0
H -1.656 7.520 -3.723 -0.2 -0.2 0.1
H -0.318 6.762 -4.211 0.1 -0.3 0.1
H 1.137 5.825 -1.690 0.0 0.1 -0.1
H 1.287 6.836 -2.919 -0.1 0.1 0.0
C 2.217 -0.856 2.570 -0.2 0.1 0.1
C 1.996 -1.351 1.144 0.3 -0.1 0.2
C 2.036 -2.880 0.995 -0.1 0.0 -0.1
O 3.326 -3.456 1.065 -0.1 0.0 0.1
C 3.864 -3.574 2.372 0.3 -0.1 -0.2
N 2.966 -0.695 0.259 -0.2 -0.1 -0.1
H 3.267 -0.864 2.857 0.0 -0.1 -0.1
H 1.876 0.177 2.665 0.0 0.0 0.0
H 1.659 -1.458 3.290 0.0 0.0 0.0
H 0.992 -1.030 0.844 0.0 -0.1 -0.1
H 1.662 -3.130 -0.002 0.1 0.0 0.0
H 1.364 -3.367 1.715 0.0 0.1 0.1
H 3.094 -3.818 3.110 0.0 0.1 0.0
H 4.384 -2.656 2.654 -0.1 0.0 0.2
H 4.603 -4.374 2.362 -0.1 0.0 0.0
H 2.740 -0.932 -0.704 0.0 0.1 0.0
H 3.867 -1.141 0.416 0.0 0.1 0.0
C 9.721 -4.687 4.199 0.2 0.1 0.1
C 8.706 -3.795 3.492 -0.1 -0.3 0.0
C 7.330 -3.740 4.176 0.0 0.2 0.0
O 6.531 -4.895 4.007 0.0 0.1 0.2
C 6.894 -6.000 4.824 -0.1 0.0 -0.3
N 8.598 -4.217 2.091 -0.2 0.1 0.0
H 9.565 -5.744 3.989 -0.1 0.0 0.0
H 10.730 -4.447 3.861 0.0 0.0 0.0
H 9.689 -4.544 5.281 0.0 0.0 0.0
H 9.107 -2.776 3.508 -0.1 0.0 0.0
H 6.761 -2.925 3.719 0.0 0.0 0.0
H 7.426 -3.498 5.243 0.1 -0.1 0.0
H 7.232 -5.678 5.814 0.1 0.0 0.0
H 7.658 -6.601 4.337 0.1 -0.1 0.2
H 6.016 -6.632 4.943 0.0 0.1 0.0
H 8.019 -3.551 1.588 0.1 0.0 0.0
H 8.054 -5.077 2.072 0.1 -0.1 0.0
C -9.394 -3.858 -4.764 0.0 -0.2 -0.2
C -9.797 -2.404 -4.991 0.0 -0.1 0.4
C -8.738 -1.380 -4.554 0.0 0.1 -0.2
O -8.620 -1.195 -3.153 0.1 -0.1 -0.1
C -7.911 -2.217 -2.475 -0.2 0.2 0.2
N -11.088 -2.163 -4.336 0.1 0.2 -0.1
H -9.513 -4.167 -3.726 0.0 0.1 0.0
H -10.024 -4.518 -5.360 0.0 0.0 0.0
H -8.356 -4.032 -5.058 0.0 0.0 0.0
H -9.935 -2.273 -6.068 0.0 0.1 0.0
H -9.031 -0.404 -4.948 0.0 0.0 0.1
H -7.756 -1.613 -4.988 0.0 -0.1 0.0
H -7.080 -2.601 -3.073 0.0 0.0 0.0
H -8.581 -3.030 -2.192 0.1 -0.1 -0.1
H -7.512 -1.790 -1.554 0.0 0.1 0.0
H -11.418 -1.235 -4.588 -0.1 -0.1 -0.1
H -10.917 -2.097 -3.336 0.0 -0.1 0.0
C -4.842 11.578 -0.703 -0.1 0.2 0.0
C -5.388 10.265 -0.150 0.4 -0.1 -0.1
C -4.874 9.911 1.256 -0.2 0.0 0.0
O -3.537 9.452 1.304 0.0 0.1 0.1
C -2.549 10.459 1.200 0.1 -0.3 -0.2
N -5.114 9.197 -1.118 0.0 -0.1 0.3
H -3.829 11.478 -1.092 0.0 -0.1 0.1
H -5.462 11.921 -1.533 0.0 -0.1 0.0
H -4.842 12.361 0.059 0.0 0.0 0.0
H -6.474 10.377 -0.068 0.0 -0.1 0.1
H -5.477 9.083 1.635 0.1 0.0 0.0
H -5.013 10.749 1.953 0.1 0.1 -0.1
H -2.843 11.381 1.710 -0.1 0.0 -0.1
H -2.323 10.659 0.150 0.0 0.2 0.0
H -1.637 10.083 1.664 -0.1 -0.1 0.1
H -5.583 8.347 -0.814 -0.1 0.0 -0.1
H -4.124 8.965 -1.055 0.0 0.1 -0.2
C 5.819 -10.475 4.298 -0.2 0.0 -0.1
C 7.267 -10.281 3.858 -0.1 -0.1 0.3
C 8.105 -11.569 3.861 0.1 0.0 -0.2
O 8.488 -12.033 5.143 -0.1 0.0 -0.1
C 7.472 -12.698 5.871 0.2 0.1 0.2
N 7.878 -9.235 4.686 0.2 -0.1 -0.1
H 5.717 -10.547 5.380 0.1 0.0 0.0
H 5.215 -9.622 3.984 0.0 0.0 0.0
H 5.385 -11.372 3.851 0.0 0.0 0.0
H 7.243 -9.923 2.824 0.1 0.0 0.0
H 9.041 -11.362 3.338 0.0 0.0 0.1
H 7.602 -12.371 3.303 -0.1 0.0 0.1
H 6.830 -13.297 5.218 0.0 0.1 0.0
H 6.872 -11.984 6.439 -0.2 -0.1 0.0
H 7.956 -13.360 6.588 0.1 0.0 -0.1
H 8.800 -9.020 4.316 0.0 0.1 0.0
H 8.072 -9.641 5.599 -0.1 0.0 0.0

---

Record 2
120
Properties=species:S:1:pos:R:3:forces:R:3 method="wB97M-V/def2-TZVPD" e_above_lowest_kcal_mol=508.7 largest_force_ev_per_a=13.06 total_energy_ev=-52688.3778 e_lumo_ev=0.58 orbital_gap_ev=7.92
C -0.605 -1.056 3.241 -0.5 0.8 -0.2
C -2.098 -0.648 3.483 0.5 0.3 0.0
C -2.247 -0.458 5.004 -0.3 1.0 0.2
C -1.649 0.820 5.555 -0.1 -0.1 -0.8
C -2.450 1.949 4.909 1.5 -0.3 0.9
C -2.216 1.991 3.349 -1.6 1.1 1.3
N -2.326 0.625 2.696 -0.7 0.1 5.4
O -2.292 0.484 1.355 -5.6 -10.3 5.7
C -3.390 3.021 2.951 0.7 -1.0 0.5
C -0.885 2.703 3.132 0.5 0.8 0.1
C -3.164 -1.632 2.993 0.8 -0.3 0.0
H -0.361 -1.339 2.217 -0.6 -0.6 0.3
H -0.022 -1.680 3.918 -0.8 -0.6 0.3
H -0.039 -0.125 3.273 -1.8 -0.5 0.7
H -3.273 -0.264 5.316 -0.6 -0.7 -0.5
H -1.915 -1.303 5.607 0.2 -0.4 -0.6
H -0.620 1.020 5.258 0.3 -0.5 0.3
H -1.743 0.703 6.635 0.2 0.7 0.1
H -1.990 2.859 5.295 -0.1 0.3 -0.3
H -3.454 1.990 5.332 -0.4 -0.4 -0.7
H -3.360 3.286 1.895 -0.7 -0.5 0.8
H -4.347 2.676 3.343 -0.2 -0.6 -0.7
H -3.306 3.925 3.554 0.7 0.2 -0.2
H 0.042 2.144 3.261 -0.6 -0.4 0.1
H -0.860 3.132 2.130 -0.6 -1.2 1.8
H -0.658 3.609 3.694 -0.8 0.1 0.8
H -4.073 -1.135 2.654 0.2 0.1 0.0
H -3.454 -2.299 3.805 0.2 -0.3 -0.2
H -2.671 -2.158 2.175 -0.7 -0.4 -0.1
H -3.195 0.692 1.103 -0.4 -0.9 0.0
C 1.525 -6.580 -3.840 -0.7 1.0 -0.5
C 1.105 -5.063 -3.439 1.9 -2.3 -0.7
C 0.088 -5.274 -2.366 -1.3 0.9 0.9
C -0.217 -3.937 -1.725 -0.4 0.3 -0.1
C 1.040 -3.187 -1.340 -0.6 -1.3 0.1
C 2.273 -3.135 -2.287 0.3 -0.6 0.6
N 2.351 -4.445 -2.965 -2.2 0.4 3.4
O 3.417 -4.510 -3.785 1.2 0.0 -2.0
C 2.135 -1.952 -3.330 2.5 -2.1 -3.6
C 3.570 -3.066 -1.297 -0.4 0.7 -2.2
C 0.459 -4.341 -4.599 -0.5 -0.6 -0.9
H 1.841 -7.210 -3.009 0.4 0.6 0.4
H 2.269 -6.616 -4.636 0.0 0.1 0.0
H 0.655 -7.132 -4.197 -0.3 0.3 -0.3
H -0.843 -5.629 -2.809 0.0 -0.2 -0.4
H 0.293 -6.023 -1.601 0.7 0.1 0.0
H -0.849 -4.055 -0.845 0.2 -0.2 0.4
H -0.855 -3.283 -2.319 0.1 -0.2 -0.7
H 1.348 -3.686 -0.421 0.3 0.3 0.2
H 0.724 -2.160 -1.154 -1.0 -2.8 -0.4
H 2.595 -0.993 -3.090 -0.4 -0.8 -2.0
H 2.774 -2.217 -4.173 0.4 -0.8 -0.3
H 1.216 -1.889 -3.912 -0.5 0.4 1.0
H 4.519 -3.351 -1.750 -0.3 -0.8 -0.7
H 3.878 -2.034 -1.127 -0.8 -0.2 0.9
H 3.407 -3.703 -0.428 0.0 0.4 0.0
H 1.188 -4.124 -5.380 -0.1 -0.3 -0.2
H -0.103 -3.418 -4.456 0.3 0.0 0.8
H -0.307 -5.057 -4.895 0.0 0.1 -0.9
H 3.897 -5.297 -3.518 0.2 -0.1 0.1
C -2.331 1.539 -3.105 1.9 1.3 1.1
C -1.775 2.988 -2.757 -0.2 0.5 0.3
C -2.972 3.995 -2.455 0.2 0.1 -1.3
C -3.528 4.129 -1.054 2.0 -0.6 0.1
C -2.296 4.196 -0.032 -3.1 0.2 -1.5
C -1.276 3.094 -0.203 0.3 0.8 -0.2
N -0.811 3.111 -1.583 -4.5 2.2 -2.5
O 0.286 2.384 -1.830 0.2 2.0 -4.9
C -0.091 3.548 0.621 1.8 2.9 1.0
C -1.751 1.815 0.382 1.0 3.8 -3.9
C -1.022 3.471 -4.068 -0.1 -0.7 1.0
H -3.174 1.762 -3.759 -0.3 -0.9 0.4
H -2.372 0.984 -2.168 -1.4 0.0 0.0
H -1.562 0.945 -3.598 0.0 0.3 -0.6
H -2.651 4.934 -2.907 0.2 0.4 0.5
H -3.872 3.767 -3.025 0.3 -0.5 -0.7
H -4.187 3.263 -0.989 0.2 -0.3 0.9
H -4.195 4.987 -0.971 0.3 0.2 0.1
H -2.847 4.117 0.905 1.3 0.7 -0.1
H -1.838 5.170 -0.208 0.0 0.1 0.3
H -0.212 4.089 1.559 -0.8 1.1 -1.1
H 0.632 2.813 0.974 -2.3 1.7 0.5
H 0.500 4.299 0.097 0.2 0.0 -0.8
H -2.709 1.478 -0.014 -0.4 2.0 -1.3
H -1.201 0.888 0.221 0.8 1.9 -2.3
H -1.716 1.928 1.466 0.1 2.9 -2.3
H -1.711 3.866 -4.815 -0.1 0.0 0.1
H -0.521 2.603 -4.496 0.0 0.1 -0.1
H -0.230 4.194 -3.871 -0.3 0.3 0.2
H 0.929 3.079 -1.671 0.9 -0.4 -0.2
C 3.706 0.156 2.897 0.8 -0.8 -0.8
C 2.719 -0.246 1.755 -0.1 2.3 0.1
C 1.531 0.591 2.300 -0.7 -0.7 -1.8
C 0.471 0.773 1.227 1.7 -0.4 0.6
C 1.159 1.474 0.016 0.4 -3.6 3.2
C 2.248 0.666 -0.626 0.1 -1.3 -0.6
N 3.261 0.291 0.425 -1.6 1.0 1.3
O 4.371 -0.464 -0.067 -0.6 0.1 0.3
C 1.603 -0.570 -1.408 2.1 2.9 3.8
C 2.930 1.565 -1.674 -0.3 -0.9 -0.4
C 2.262 -1.702 1.679 1.6 -0.5 0.2
H 4.647 -0.380 2.774 0.2 0.0 0.5
H 3.284 0.061 3.897 0.0 -0.9 -0.1
H 3.896 1.229 2.891 0.2 0.0 -0.7
H 1.194 -0.059 3.108 1.3 0.9 -0.2
H 1.685 1.598 2.688 1.1 -0.1 0.0
H -0.427 1.315 1.525 2.3 -0.2 0.7
H -0.047 -0.162 1.014 0.8 -0.2 -0.8
H 1.522 2.439 0.369 2.0 -1.5 -1.2
H 0.305 1.665 -0.634 2.0 -1.6 1.8
H 0.775 -0.246 -2.039 0.2 -0.1 -0.2
H 2.423 -1.060 -1.933 -1.3 1.6 2.7
H 1.312 -1.380 -0.740 0.8 3.2 1.0
H 3.484 0.947 -2.380 0.5 0.1 0.1
H 2.114 1.957 -2.280 0.7 0.1 -0.1
H 3.576 2.335 -1.254 -0.1 0.0 0.1
H 1.313 -1.946 1.201 0.0 0.6 0.1
H 2.291 -2.156 2.669 -0.3 0.0 0.2
H 3.027 -2.237 1.116 0.0 -0.1 0.0
H 5.103 -0.051 0.397 0.2 0.1 -0.1

---

Record 3
169
Properties=species:S:1:pos:R:3:forces:R:3 method="wB97M-V/def2-TZVPD" e_above_lowest_kcal_mol=0.0 largest_force_ev_per_a=1.91 total_energy_ev=-205266.7889 e_lumo_ev=-0.03 orbital_gap_ev=10.22
C -3.692 -2.786 -0.608 0.5 -0.4 -0.1
C -3.795 -2.689 0.906 0.1 0.7 -0.8
O -4.669 -3.732 1.230 -0.1 -0.2 0.1
C -4.723 -4.626 0.195 0.6 0.4 0.2
O -5.313 -5.645 0.218 -0.2 -0.3 0.0
O -3.949 -4.181 -0.824 -0.6 0.1 -0.2
F -4.348 -1.478 1.227 -0.2 -0.2 0.2
H -2.721 -2.547 -1.022 0.1 -0.1 0.2
H -4.425 -2.178 -1.137 -0.2 0.0 0.2
H -2.843 -2.773 1.424 -0.1 -0.1 0.1
C -0.314 -1.230 -1.059 1.0 0.6 0.0
C 0.020 0.210 -1.464 0.1 -0.3 0.9
O -0.670 1.000 -0.515 0.0 0.1 -0.3
C -1.288 0.211 0.399 -0.6 -0.1 -0.8
O -1.999 0.631 1.250 0.1 0.1 0.6
O -1.074 -1.087 0.139 0.0 0.0 0.1
F -0.425 0.452 -2.724 -0.1 0.4 -0.2
H 0.631 -1.719 -0.845 -0.3 -0.5 0.0
H -0.878 -1.723 -1.846 -0.1 -0.1 0.1
H 1.067 0.488 -1.367 0.0 -0.1 -0.4
C 1.738 -5.069 -1.180 0.1 -0.1 -0.2
C 1.099 -6.438 -0.988 -0.1 0.2 -0.3
O -0.005 -6.142 -0.146 -0.1 -0.1 0.3
C -0.288 -4.828 -0.205 0.7 -0.4 -0.5
O -1.215 -4.285 0.293 -0.4 0.1 0.2
O 0.632 -4.201 -0.975 0.1 0.5 0.3
F 1.933 -7.306 -0.363 0.0 0.0 0.2
H 2.167 -4.855 -2.155 -0.2 -0.2 -0.2
H 2.507 -4.898 -0.421 -0.2 -0.1 0.2
H 0.718 -6.909 -1.891 0.2 -0.1 0.1
C -2.168 -4.863 -3.343 -0.1 0.7 -0.2
C -2.471 -5.305 -4.763 0.0 -0.2 0.4
O -1.930 -6.605 -4.811 0.0 0.0 -0.2
C -0.939 -6.686 -3.896 0.1 0.5 0.8
O -0.065 -7.484 -3.847 -0.1 -0.4 -0.3
O -1.070 -5.694 -2.976 -0.2 -0.2 -0.3
F -1.788 -4.556 -5.679 -0.2 0.2 0.0
H -3.017 -4.962 -2.670 0.1 -0.4 0.0
H -1.850 -3.820 -3.321 0.0 0.0 0.0
H -3.526 -5.319 -5.019 0.0 -0.1 -0.2
C 3.895 -2.357 -1.238 0.9 -0.1 0.4
C 5.117 -1.569 -1.686 -0.5 -0.8 -0.8
O 4.986 -0.350 -1.036 0.0 -0.1 0.2
C 3.668 -0.183 -0.699 0.2 0.1 -0.4
O 3.198 0.839 -0.336 -0.2 0.2 0.3
O 2.981 -1.321 -0.894 -0.1 -0.2 0.1
F 5.044 -1.356 -3.049 0.1 0.2 0.1
H 4.162 -2.926 -0.342 -0.2 0.1 0.1
H 3.527 -3.026 -2.003 -0.3 0.3 -0.2
H 6.054 -2.091 -1.520 0.2 0.4 0.4
C -1.931 1.307 -5.411 0.6 0.1 -0.3
O -2.991 0.369 -5.223 0.1 0.4 0.4
P -3.605 0.050 -3.790 0.1 0.4 -1.4
O -3.057 -1.163 -3.189 -0.2 -0.2 0.5
O -5.137 -0.033 -4.142 -0.2 -0.4 0.5
C -5.843 1.122 -4.596 0.0 0.4 -0.4
O -3.423 1.425 -3.028 0.1 -0.4 0.5
C -3.936 1.473 -1.669 0.5 0.8 0.1
H -1.245 0.867 -6.134 -0.1 0.1 -0.1
H -1.348 1.524 -4.518 -0.2 -0.2 0.2
H -2.321 2.254 -5.785 -0.1 -0.1 -0.1
H -5.178 1.917 -4.939 0.1 -0.1 0.1
H -6.460 1.529 -3.797 -0.1 -0.2 0.0
H -6.453 0.822 -5.445 -0.1 -0.1 0.1
H -3.270 2.110 -1.085 0.1 0.0 -0.2
H -3.938 0.504 -1.171 -0.3 -0.1 -0.3
H -4.903 1.967 -1.713 -0.2 -0.3 0.2
C -0.248 -1.916 -5.244 -0.4 0.5 -0.1
O 0.581 -3.001 -5.652 -0.1 -0.5 -0.2
P 2.075 -3.060 -5.180 -0.1 0.0 0.0
O 2.257 -3.075 -3.726 0.3 0.3 0.1
O 2.593 -4.342 -5.932 -0.4 0.1 0.0
C 3.846 -4.911 -5.563 0.4 -0.4 0.2
O 2.785 -1.843 -5.908 0.1 0.1 0.5
C 2.768 -1.748 -7.329 -0.1 0.1 -0.7
H -0.840 -2.126 -4.354 0.3 -0.2 0.1
H -0.973 -1.734 -6.036 0.1 0.0 -0.1
H 0.344 -1.013 -5.079 0.0 0.0 0.0
H 4.512 -4.234 -5.024 -0.2 0.3 -0.2
H 4.315 -5.230 -6.490 0.1 -0.1 0.1
H 3.689 -5.764 -4.902 -0.2 -0.1 -0.2
H 2.178 -2.535 -7.801 0.0 -0.1 0.2
H 3.785 -1.802 -7.714 0.0 0.0 0.2
H 2.341 -0.793 -7.636 0.0 0.1 0.2
C 1.208 1.454 3.051 -0.5 0.1 0.0
O 0.915 1.560 4.459 0.2 0.2 0.4
P 1.448 0.447 5.427 0.0 -0.4 0.3
O 2.893 0.308 5.544 0.4 -0.3 -0.2
O 0.716 0.766 6.791 -0.4 0.8 -0.2
C 0.956 -0.078 7.906 0.2 -0.4 0.6
O 0.738 -0.898 4.949 0.1 -0.2 -0.5
C -0.692 -0.951 4.895 -0.5 0.1 0.9
H 0.227 1.357 2.584 0.2 -0.1 -0.3
H 1.847 0.605 2.805 0.0 0.0 0.1
H 1.681 2.373 2.716 0.0 0.0 0.1
H 1.966 -0.490 7.887 0.0 -0.1 -0.1
H 0.217 -0.880 7.947 0.1 0.0 -0.2
H 0.864 0.487 8.833 -0.1 0.3 -0.2
H -1.019 -1.606 5.705 0.0 -0.2 -0.2
H -1.072 -1.322 3.947 0.4 0.0 -0.1
H -1.151 0.018 5.108 0.2 0.1 -0.2
C 3.666 -5.600 2.090 1.1 -1.0 -0.5
O 2.934 -5.800 3.284 -0.4 0.1 -0.1
P 1.859 -4.738 3.759 -0.4 0.3 0.0
O 0.911 -5.257 4.731 0.2 -0.3 0.5
O 2.692 -3.470 4.190 0.6 0.7 -0.4
C 3.346 -3.334 5.463 -1.1 -1.5 0.2
O 1.189 -4.200 2.424 0.4 -0.2 -0.2
C 0.759 -2.837 2.324 0.5 0.4 0.2
H 3.664 -4.583 1.703 -0.3 0.1 0.1
H 3.341 -6.334 1.349 -0.4 0.4 -0.1
H 4.709 -5.897 2.250 -0.1 0.3 0.4
H 3.267 -4.322 5.931 0.4 0.2 0.3
H 2.738 -2.669 6.066 0.4 0.5 0.0
H 4.389 -3.073 5.341 -0.1 0.4 -0.1
H -0.315 -2.813 2.177 0.0 0.0 -0.3
H 1.341 -2.380 1.519 -0.5 0.0 -0.3
H 1.032 -2.265 3.208 -0.1 -0.2 0.1
C -2.922 7.686 -3.385 -0.4 1.3 -0.1
O -2.203 6.640 -2.754 0.2 -0.1 -0.3
P -0.716 6.897 -2.264 -0.3 -0.6 -0.7
O -0.546 7.918 -1.267 0.3 0.7 0.5
O -0.270 5.430 -1.853 0.0 0.3 0.5
C -0.607 4.343 -2.678 -0.2 -1.0 -1.0
O 0.041 7.134 -3.646 -0.3 0.0 -0.4
C 1.445 7.274 -3.666 1.1 0.4 0.2
H -2.388 8.641 -3.462 0.4 -0.3 0.2
H -3.793 7.940 -2.781 -0.1 -0.4 -0.1
H -3.198 7.449 -4.411 -0.1 -0.5 0.1
H 0.281 3.777 -2.973 0.1 0.1 0.3
H -1.089 4.629 -3.616 0.0 0.3 0.1
H -1.295 3.667 -2.175 0.0 0.0 0.3
H 1.754 7.921 -4.487 -0.4 -0.1 -0.1
H 1.956 6.316 -3.794 -0.3 -0.1 0.0
H 1.839 7.747 -2.762 -0.3 -0.1 0.1
C 0.789 4.353 6.890 -0.1 -0.1 0.1
O -0.462 3.670 7.097 0.1 0.2 0.0
P -1.675 3.990 6.151 -0.6 -0.5 -0.6
O -1.773 5.329 5.595 -0.1 0.4 0.2
O -1.576 2.853 5.044 0.4 -0.2 0.2
C -2.690 2.439 4.271 0.1 -0.2 -0.8
O -2.931 3.520 7.001 -0.1 0.3 0.1
C -2.866 2.320 7.746 0.2 -0.5 1.0
H 1.181 4.124 5.900 0.1 -0.1 0.1
H 1.429 3.978 7.683 0.2 0.0 -0.2
H 0.673 5.432 6.981 -0.2 0.0 0.0
H -3.462 1.965 4.877 0.0 0.2 0.1
H -2.315 1.719 3.545 0.0 -0.2 0.1
H -3.099 3.247 3.662 -0.2 0.2 0.4
H -2.280 1.537 7.260 -0.1 0.1 -0.2
H -3.863 1.947 7.977 -0.2 0.2 -0.5
H -2.410 2.497 8.726 0.2 0.2 -0.2
C -0.634 4.383 1.819 -1.0 -0.9 -1.0
O 0.456 4.936 2.538 0.0 -0.2 -0.3
P 1.330 6.060 1.849 0.6 0.3 -0.1
O 0.665 7.110 1.099 -0.2 0.0 0.1
O 2.199 6.580 3.063 -0.5 -0.1 0.2
C 2.882 5.641 3.865 1.6 -0.4 0.6
O 2.377 5.214 1.002 0.1 -0.5 0.0
C 2.772 5.563 -0.320 -0.4 0.0 -0.3
H -0.474 3.400 1.353 0.8 -0.2 0.7
H -0.934 4.914 0.910 0.1 0.9 0.5
H -1.467 4.266 2.504 0.0 0.3 0.0
H 3.958 5.708 3.660 -0.2 0.0 -0.3
H 2.594 4.602 3.715 -0.3 0.1 -0.1
H 2.826 5.868 4.931 -0.6 0.3 -0.1
H 2.559 4.715 -0.974 0.1 -0.1 0.1
H 3.836 5.785 -0.342 0.0 0.1 0.1
H 2.172 6.400 -0.681 0.2 0.1 0.1